Formula: C2H2ClNO2
Source: OMol25
Level of theory: ωB97M-V with the def2-TZVPD basis set

Structure (ORCA input):
```
! wB97M-V def2-TZVPD RIJCOSX def2/J DEFGRID3
* xyz 0 1
C 0.051 1.826 -0.538
C -0.366 0.554 -0.367
N -0.705 -0.585 -0.195
O -1.394 -1.556 -0.041
O 1.215 -1.807 0.947
Cl 1.031 -3.292 1.323
H 0.142 2.234 -1.492
H 0.026 2.627 0.362
*
```

- Orbital gap (spin up / spin down): 8.62 / 6.63 eV
- DFT total energy: -742.55882 Ha
- Highest occupied orbital energy (spin up / spin down): -9.7746 / -8.7222 eV

These are the natural (NBO) partial charges, in e, on atoms 1 to 6: -0.447 0.178 0.163 -0.328 -0.461 0.451